Entry from the OMol25 dataset: a cluster of 2 separate species, C10H16O in total (the ωB97M-V functional and the def2-TZVPD basis).

## Properties
energy above the lowest of the compared OMol25 structures with the same formula, charge and spin: 1.0444 eV
SMILES string: Cc1ccc(O)cc1.CCC
E_LUMO: 0.88 eV
gap between HOMO and LUMO: 0.3487 hartree
total charge: 0

XYZ file:
```
27
C10H16O (the ωB97M-V functional and the def2-TZVPD basis)
O -0.96465 -0.15452 3.03545
C 0.88787 1.90735 -1.99554
C -1.79857 -1.32060 -0.32009
C -0.38426 -1.81783 -2.33622
C 1.29338 2.00111 -0.50043
C -0.54445 -1.58174 -0.85501
C -0.77729 -0.59992 1.73654
C 2.20974 3.20439 -0.31818
C 0.49110 -0.83065 1.23191
C -1.90214 -0.86387 0.98409
C 0.57925 -1.29894 -0.07029
H -2.69111 -1.52605 -0.89344
H 1.36926 -0.57771 1.79979
H 1.73520 4.14592 -0.59211
H -1.17526 -2.44487 -2.74138
H -0.35661 -0.64594 3.59327
H -0.43939 -0.86094 -2.84295
H 3.08497 3.10262 -0.96039
H 1.61836 2.43985 -2.60597
H 2.54910 3.32375 0.70769
H -2.85236 -0.63119 1.43205
H 1.03523 0.89025 -2.33996
H -0.15798 2.15263 -2.16051
H 0.38221 2.06509 0.08995
H 1.76604 1.07267 -0.18983
H 0.54215 -2.31457 -2.61549
H 1.55739 -1.60820 -0.42468
```


Entry from the OMol25 dataset: the molecule CH4IOP (the ωB97M-V functional and the def2-TZVPD basis).

## Properties
energy above the lowest of the compared OMol25 structures with the same formula, charge and spin: 0.2996 eV
SMILES string: COPI
E_LUMO: 0.35 eV
gap between HOMO and LUMO: 0.3383 hartree
total charge: 0

XYZ file:
```
8
CH4IOP (the ωB97M-V functional and the def2-TZVPD basis)
I 3.37357 -0.17233 -0.00661
P 1.48394 1.36954 0.17571
O 0.28239 0.58120 -0.50016
C -0.52341 -0.44942 0.15130
H -0.67898 0.05857 1.16968
H 0.16559 -1.20529 0.40756
H -1.33410 -0.58753 -0.40359
H 1.66812 2.12172 -0.98718
```


Entry from the OMol25 dataset: the molecule C5H8N2 (the ωB97M-V functional and the def2-TZVPD basis).

## Properties
energy above the lowest of the compared OMol25 structures with the same formula, charge and spin: 2.1329 eV
SMILES string: CC=C=N/C=N/C
E_LUMO: 0.65 eV
gap between HOMO and LUMO: 0.3471 hartree
total charge: 0

XYZ file:
```
15
C5H8N2 (the ωB97M-V functional and the def2-TZVPD basis)
N 0.31952 -0.35504 1.54302
N -1.49926 -0.35398 0.03927
C 2.79865 0.37508 -1.02185
C 1.84422 0.95484 -0.01024
C -1.04233 -0.56691 1.19505
C -2.91806 -0.52609 -0.16736
C 1.04491 0.26095 0.75467
H 3.82859 0.43249 -0.65082
H -3.32756 0.42477 -0.52520
H 2.75247 0.93384 -1.96183
H -3.47039 -0.83222 0.73496
H -1.64395 -0.91468 2.04335
H 2.57325 -0.67273 -1.23640
H -3.08412 -1.26632 -0.95650
H 1.80901 2.03374 0.12182
```